[1]
ORCA calculation (ωB97M-V/def2-TZVPD) on 2 unconnected molecules or ions with the total composition C40H44N3O2S.

Last column: Löwdin charge in e.
Positions of all 90 atoms, in Å:
C (2.798, -0.295, 2.189)  -0.04
O (2.611, -0.679, 0.799)  -0.29
C (2.550, -1.948, 0.262)  -0.31
C (1.383, -2.838, 0.359)  -0.20
C (1.269, -3.564, 1.559)  -0.04
C (0.327, -4.581, 1.695)  -0.07
C (-0.561, -4.863, 0.650)  -0.07
C (-0.463, -4.155, -0.551)  -0.07
C (0.518, -3.173, -0.709)  -0.04
C (3.838, -2.427, -0.048)  -0.38
N (4.294, -3.727, -0.044)  -0.09
C (3.469, -4.913, -0.263)  0.00
C (5.672, -3.849, 0.164)  -0.23
C (6.316, -2.614, 0.242)  -0.46
C (7.686, -2.538, 0.508)  -0.08
C (8.410, -3.720, 0.686)  -0.09
C (7.768, -4.969, 0.612)  -0.07
C (6.393, -5.040, 0.358)  -0.01
S (5.194, -1.302, 0.043)  1.11
H (2.699, 0.799, 2.182)  0.09
H (2.019, -0.749, 2.821)  0.09
H (3.807, -0.584, 2.518)  0.08
H (1.972, -3.328, 2.362)  0.13
H (0.283, -5.141, 2.633)  0.11
H (-1.344, -5.612, 0.792)  0.11
H (-1.160, -4.374, -1.368)  0.11
H (0.628, -2.648, -1.655)  0.10
H (4.089, -5.698, -0.708)  0.09
H (3.074, -5.301, 0.683)  0.10
H (2.658, -4.676, -0.953)  0.10
H (8.139, -1.556, 0.564)  0.11
H (9.480, -3.673, 0.883)  0.11
H (8.345, -5.888, 0.758)  0.11
H (5.873, -5.997, 0.314)  0.10
C (-4.930, 4.283, -0.015)  -0.02
N (-3.691, 3.736, 0.483)  -0.03
C (-3.384, 3.936, 1.812)  -0.43
O (-3.988, 4.684, 2.567)  0.10
C (-2.234, 3.006, 2.137)  -0.17
C (-2.771, 1.946, 3.099)  -0.07
C (-4.007, 1.289, 2.514)  -0.23
C (-5.284, 1.806, 2.765)  -0.04
C (-6.411, 1.257, 2.153)  -0.07
C (-6.275, 0.126, 1.339)  -0.08
C (-5.007, -0.415, 1.105)  -0.07
C (-3.883, 0.151, 1.714)  -0.05
N (-1.838, 2.503, 0.822)  0.05
C (-0.892, 1.543, 0.729)  0.00
C (-0.768, 0.683, -0.363)  -0.06
C (0.436, 0.043, -0.658)  0.05
C (0.824, -0.225, -2.007)  -0.22
C (2.164, -0.291, -2.485)  0.01
C (2.425, -0.393, -3.851)  -0.04
C (1.376, -0.389, -4.782)  -0.04
C (0.054, -0.369, -4.326)  -0.06
C (-0.211, -0.393, -2.967)  -0.04
C (-2.624, 3.099, -0.285)  -0.16
C (-1.888, 4.142, -1.225)  -0.52
C (-1.401, 5.309, -0.363)  -0.02
C (-2.897, 4.621, -2.266)  -0.05
C (-0.715, 3.503, -1.958)  -0.04
H (-5.754, 3.953, 0.639)  0.10
H (-4.900, 5.386, 0.006)  0.11
H (-5.116, 3.920, -1.028)  0.09
H (-1.391, 3.579, 2.552)  0.17
H (-2.000, 1.204, 3.332)  0.12
H (-3.043, 2.481, 4.021)  0.14
H (-5.390, 2.674, 3.421)  0.12
H (-7.389, 1.716, 2.309)  0.11
H (-7.157, -0.329, 0.888)  0.11
H (-4.881, -1.278, 0.451)  0.10
H (-2.893, -0.280, 1.553)  0.10
H (-0.240, 1.430, 1.607)  0.16
H (-1.654, 0.547, -0.988)  0.11
H (1.153, 0.056, 0.138)  0.09
H (2.976, -0.241, -1.753)  0.10
H (3.451, -0.506, -4.200)  0.12
H (1.587, -0.418, -5.844)  0.11
H (-0.778, -0.384, -5.030)  0.11
H (-1.234, -0.531, -2.601)  0.12
H (-3.046, 2.301, -0.924)  0.16
H (-0.678, 4.972, 0.389)  0.09
H (-0.905, 6.049, -1.005)  0.10
H (-2.239, 5.810, 0.141)  0.09
H (-3.392, 3.767, -2.751)  0.10
H (-3.660, 5.273, -1.828)  0.07
H (-2.393, 5.204, -3.050)  0.10
H (-1.048, 2.674, -2.600)  0.09
H (-0.248, 4.266, -2.602)  0.10
H (0.050, 3.137, -1.266)  0.08

Kohn-Sham gap = 4.62 eV
energy above the lowest of the compared OMol25 structures with the same formula, charge and spin = 0.000 eV
charge = +1
LUMO energy = -0.161 Ha
HOMO energy = -9.00 eV
2S+1 = 1

[2]
ORCA calculation (ωB97M-V/def2-TZVPD) on a molecular structure, C40H44N4SSn.

Last column: Löwdin charge in e.
Positions of all 90 atoms, in Å:
Sn (0.605, 0.071, 0.296)  1.30
N (2.073, -1.380, 2.067)  0.02
N (2.270, 2.029, 1.498)  -0.18
C (-2.559, 1.314, 0.771)  -0.30
C (-2.250, 1.388, 2.154)  -0.28
C (-1.962, 0.076, 2.615)  -0.30
C (-1.450, -0.276, 3.956)  -0.09
H (-1.262, 0.645, 4.516)  0.06
H (-0.523, -0.865, 3.906)  0.06
H (-2.197, -0.859, 4.505)  0.06
C (-2.117, -0.824, 1.521)  -0.35
C (-1.808, -2.276, 1.545)  -0.09
H (-2.722, -2.893, 1.589)  0.07
H (-1.180, -2.534, 2.412)  0.07
H (-1.252, -2.542, 0.635)  0.02
C (-2.524, -0.055, 0.379)  -0.35
C (-2.740, -0.563, -0.996)  -0.09
H (-1.927, -1.240, -1.307)  0.04
H (-2.797, 0.271, -1.713)  0.07
H (-3.688, -1.116, -1.060)  0.07
C (-2.135, 2.608, 2.984)  -0.10
H (-2.648, 2.462, 3.944)  0.06
H (-2.602, 3.466, 2.488)  0.05
H (-1.082, 2.855, 3.206)  0.06
C (-2.831, 2.438, -0.152)  -0.08
H (-2.150, 2.422, -1.022)  0.07
H (-2.713, 3.399, 0.362)  0.05
H (-3.860, 2.373, -0.531)  0.07
C (2.695, -2.567, 2.102)  -0.15
H (2.069, -3.456, 1.985)  0.10
C (4.082, -2.688, 2.235)  -0.10
H (4.528, -3.669, 2.123)  0.08
C (4.839, -1.533, 2.475)  -0.12
H (5.923, -1.575, 2.530)  0.08
C (4.183, -0.329, 2.631)  -0.05
H (4.667, 0.608, 2.899)  0.09
C (2.787, -0.265, 2.387)  -0.35
C (2.033, 0.965, 2.375)  -0.27
H (1.220, 1.119, 3.110)  0.09
C (1.540, 2.126, 0.327)  -0.28
C (2.895, 3.267, 1.761)  -0.07
H (3.582, 3.360, 2.581)  0.09
C (2.429, 4.147, 0.863)  -0.10
H (2.625, 5.203, 0.710)  0.10
N (1.485, 3.476, 0.062)  -0.05
C (0.559, 4.144, -0.801)  -0.13
C (-0.297, 5.129, -0.267)  -0.20
C (-1.127, 5.824, -1.155)  -0.03
H (-1.790, 6.606, -0.766)  0.11
C (-1.108, 5.571, -2.530)  -0.29
C (-1.993, 6.330, -3.480)  -0.08
H (-2.784, 5.686, -3.890)  0.08
H (-1.419, 6.717, -4.332)  0.07
H (-2.470, 7.179, -2.981)  0.06
C (-0.285, 4.550, -3.015)  -0.02
H (-0.276, 4.333, -4.086)  0.11
C (0.563, 3.828, -2.166)  -0.19
C (1.488, 2.777, -2.692)  -0.06
H (2.549, 3.009, -2.521)  0.08
H (1.361, 2.684, -3.775)  0.07
H (1.297, 1.788, -2.252)  0.04
C (-0.384, 5.467, 1.196)  -0.05
H (0.288, 6.297, 1.469)  0.08
H (-0.177, 4.628, 1.872)  0.07
H (-1.401, 5.820, 1.437)  0.08
N (1.300, -1.322, -1.294)  -0.59
S (0.783, -2.818, -1.767)  0.83
C (1.395, -4.157, -0.719)  -0.42
C (2.747, -4.510, -0.850)  -0.11
C (3.241, -5.647, -0.212)  -0.12
C (2.407, -6.439, 0.584)  -0.12
C (1.072, -6.066, 0.746)  -0.10
C (0.558, -4.940, 0.091)  -0.09
C (-0.883, -3.710, -2.541)  -0.33
C (-2.077, -3.879, -1.860)  -0.12
C (-3.060, -4.755, -2.373)  -0.10
C (-2.819, -5.449, -3.563)  -0.13
C (-1.621, -5.237, -4.267)  -0.12
C (-0.669, -4.330, -3.766)  -0.14
H (2.065, -0.963, -1.870)  -0.07
H (3.391, -3.857, -1.443)  0.10
H (4.284, -5.912, -0.337)  0.09
H (2.793, -7.347, 1.052)  0.09
H (0.415, -6.653, 1.380)  0.09
H (-0.490, -4.656, 0.202)  0.09
H (-2.264, -3.338, -0.927)  0.07
H (-3.991, -4.897, -1.819)  0.09
H (-3.549, -6.175, -3.935)  0.08
H (-1.425, -5.782, -5.187)  0.08
H (0.252, -4.111, -4.315)  0.08

Kohn-Sham gap (spin up / spin down) = 3.99 / 2.59 eV
charge = -2
LUMO energy (spin up / spin down) = 0.159 / 0.159 Ha
HOMO energy (spin up / spin down) = 0.33 / 1.75 eV
2S+1 = 1

[3]
ORCA calculation (ωB97M-V/def2-TZVPD) on a molecular structure, C40H44NO2P2ReS.

Last column: Löwdin charge in e.
Positions of all 91 atoms, in Å:
Re (-0.099, -0.086, 0.215)  1.34
C (4.311, -0.850, 0.899)  0.00
C (2.861, -0.747, 1.262)  -0.36
O (2.132, -0.119, 0.477)  -0.11
C (2.372, -1.347, 2.495)  -0.11
C (3.301, -1.888, 3.405)  -0.02
C (2.903, -2.444, 4.597)  -0.06
C (1.539, -2.492, 4.904)  -0.05
C (0.601, -1.982, 4.040)  -0.01
C (0.998, -1.392, 2.828)  -0.36
O (0.057, -0.901, 2.064)  -0.32
H (4.454, -0.455, -0.105)  0.10
H (4.653, -1.883, 0.950)  0.09
H (4.912, -0.264, 1.595)  0.10
H (4.352, -1.853, 3.170)  0.11
H (3.632, -2.839, 5.285)  0.11
H (1.214, -2.936, 5.836)  0.12
H (-0.454, -2.017, 4.266)  0.12
C (3.512, -5.071, -0.814)  -0.06
C (3.529, -3.748, -1.234)  -0.07
C (2.397, -2.964, -1.094)  -0.10
C (1.236, -3.504, -0.538)  -0.33
C (1.218, -4.836, -0.138)  -0.07
C (2.359, -5.613, -0.270)  -0.06
P (-0.232, -2.449, -0.537)  1.03
C (-1.559, -3.268, 0.368)  -0.34
C (-1.346, -3.781, 1.647)  -0.11
C (-2.412, -4.275, 2.378)  -0.06
C (-3.694, -4.245, 1.848)  -0.06
C (-3.913, -3.719, 0.584)  -0.06
C (-2.850, -3.228, -0.156)  -0.07
C (-0.646, -2.291, -2.273)  -0.32
C (-0.704, -3.335, -3.185)  -0.05
C (-0.800, -3.044, -4.538)  -0.05
C (-0.784, -1.723, -4.962)  0.00
C (-0.743, -0.672, -4.054)  -0.17
C (-0.663, 0.720, -4.487)  -0.03
C (-0.928, 1.699, -3.628)  -0.09
C (-1.379, 1.358, -2.243)  -0.56
C (-0.723, 0.134, -1.669)  -0.37
C (-0.711, -0.955, -2.677)  -0.24
H (4.396, -5.681, -0.923)  0.11
H (4.422, -3.330, -1.672)  0.11
H (2.409, -1.934, -1.426)  0.11
H (0.317, -5.277, 0.266)  0.10
H (2.342, -6.646, 0.044)  0.11
H (-0.355, -3.787, 2.081)  0.10
H (-2.243, -4.682, 3.365)  0.11
H (-4.523, -4.632, 2.422)  0.11
H (-4.910, -3.694, 0.172)  0.11
H (-3.023, -2.819, -1.143)  0.11
H (-0.651, -4.361, -2.848)  0.12
H (-0.855, -3.843, -5.262)  0.11
H (-0.802, -1.500, -6.021)  0.12
H (-0.407, 0.927, -5.514)  0.12
H (-0.908, 2.739, -3.917)  0.12
H (-1.325, 2.215, -1.577)  0.03
S (-3.225, 0.968, -2.311)  0.99
C (-3.769, 2.562, -2.154)  -0.65
N (-4.149, 3.635, -2.012)  0.12
C (-1.381, 1.320, 3.807)  -0.10
C (-0.398, 2.246, 3.092)  -0.51
C (1.047, 1.986, 3.517)  -0.08
P (-0.629, 2.202, 1.263)  1.00
C (-2.353, 2.775, 0.968)  -0.53
C (-2.814, 3.965, 1.814)  -0.08
C (-3.345, 1.625, 1.135)  -0.13
C (0.598, 3.441, 0.637)  -0.53
C (0.855, 3.378, -0.864)  -0.12
C (0.362, 4.893, 1.054)  -0.10
H (-1.049, 1.180, 4.834)  0.09
H (-1.440, 0.338, 3.337)  0.06
H (-2.380, 1.746, 3.844)  0.06
H (-0.647, 3.280, 3.367)  0.10
H (1.442, 1.067, 3.092)  0.05
H (1.088, 1.889, 4.602)  0.09
H (1.714, 2.800, 3.246)  0.07
H (-2.364, 3.092, -0.082)  0.07
H (-2.884, 3.697, 2.865)  0.07
H (-3.812, 4.251, 1.487)  0.09
H (-2.180, 4.839, 1.724)  0.06
H (-3.558, 1.449, 2.189)  0.07
H (-2.994, 0.685, 0.692)  0.04
H (-4.281, 1.893, 0.647)  0.08
H (1.512, 3.091, 1.130)  0.09
H (0.067, 3.888, -1.420)  0.08
H (0.950, 2.357, -1.248)  0.05
H (1.786, 3.899, -1.083)  0.09
H (-0.486, 5.318, 0.522)  0.08
H (1.237, 5.485, 0.791)  0.09
H (0.196, 5.015, 2.122)  0.07

Kohn-Sham gap (spin up / spin down) = 7.48 / 6.51 eV
energy above the lowest of the compared OMol25 structures with the same formula, charge and spin = 0.260 eV
charge = +1
LUMO energy (spin up / spin down) = -0.117 / -0.139 Ha
HOMO energy (spin up / spin down) = -10.66 / -10.29 eV
2S+1 = 4

Number 1: maximum force 3.7 eV/A. Number 2: maximum force 2.8 eV/A. Number 3: maximum force 0.9 eV/A.